Entry 1:
The following is a DFT calculation (ωB97M-V/def2-TZVPD) of an isolated molecule of C4H9N3O.

## Properties
- E (Eh) = -397.2721
- energy above the lowest of the compared OMol25 structures with the same formula, charge and spin (kJ/mol) = 206.3
- highest occupied orbital energy (eV) = -9.213
- orbital gap (eV) = 10.09
- SMILES string = [H]/N=C(\N)C/C(C)=N\O
- max |F| (eV/Å) = 1.16

```
17
C4H9N3O, DFT ωB97M-V/def2-TZVPD
C 0.209 -0.949 -0.253
C 2.351 0.391 0.132
C -1.243 -0.858 0.148
C 0.923 0.374 -0.310
N -1.482 -0.145 1.299
O -0.885 1.490 -1.127
N 0.451 1.476 -0.715
N -2.091 -1.515 -0.515
H -1.011 2.382 -1.477
H -0.811 0.555 1.572
H -2.442 0.095 1.492
H -3.048 -1.435 -0.178
H 0.235 -1.410 -1.244
H 0.725 -1.610 0.447
H 2.778 1.379 -0.012
H 2.420 0.118 1.184
H 2.920 -0.338 -0.443
```

What are the natural (NBO) partial charges on each atom? They are as follows, in elementary charge units: C -0.5401; C -0.6370; C 0.4710; C 0.2184; N -0.8308; O -0.5741; N -0.1524; N -0.7092; H 0.4821; H 0.3862; H 0.3853; H 0.3272; H 0.2661; H 0.2344; H 0.2352; H 0.2169; H 0.2209

Entry 2:
The following is a DFT calculation (ωB97M-V/def2-TZVPD) of an isolated molecule of C10H21NSi.

## Properties
- E (Eh) = -737.7866
- energy above the lowest of the compared OMol25 structures with the same formula, charge and spin (kJ/mol) = 320.9
- highest occupied orbital energy (eV) = -7.653
- orbital gap (eV) = 8.56
- SMILES string = C=C[Si@@H](C)N1CCCCC1(C)C
- max |F| (eV/Å) = 5.70

```
33
C10H21NSi, DFT ωB97M-V/def2-TZVPD
C 1.359 -2.927 1.564
C 0.588 -1.810 1.608
C 0.927 2.602 -0.144
C -0.108 2.241 0.910
C 1.510 1.308 -0.708
C -1.228 1.400 0.265
C 0.418 0.354 -1.275
C -0.160 0.994 -2.675
C 1.080 -0.934 -1.578
C -2.472 -1.598 1.929
N -0.675 0.221 -0.299
Si -1.050 -1.493 0.720
H 2.219 -2.985 2.281
H 1.209 -3.911 1.081
H 0.844 -1.015 2.258
H 0.485 3.204 -0.907
H 1.658 3.227 0.279
H 0.165 1.592 1.857
H -0.485 3.165 1.371
H 2.241 1.413 -1.510
H 2.033 0.647 0.086
H -2.058 1.184 0.971
H -1.735 1.768 -0.566
H -0.678 0.151 -3.258
H 0.649 1.367 -3.331
H -0.787 1.716 -2.302
H 0.437 -1.595 -2.142
H 1.401 -1.533 -0.615
H 1.991 -0.949 -2.170
H -3.092 -0.743 1.986
H -3.274 -2.352 1.606
H -2.173 -2.032 2.944
H -1.239 -2.677 -0.238
```

What are the natural (NBO) partial charges on each atom? They are as follows, in elementary charge units: C -0.3658; C -0.6627; C -0.4206; C -0.4026; C -0.4108; C -0.2233; C 0.1588; C -0.6255; C -0.6509; C -1.1609; N -0.8010; Si 1.5180; H 0.1869; H 0.2038; H 0.2092; H 0.2036; H 0.2095; H 0.1960; H 0.2055; H 0.2063; H 0.2017; H 0.1894; H 0.1802; H 0.2080; H 0.2054; H 0.1966; H 0.2132; H 0.2317; H 0.2249; H 0.2472; H 0.2605; H 0.2631; H -0.1956

Entry 3:
The following is a DFT calculation (ωB97M-V/def2-TZVPD) of an isolated molecule of C5H8O2.

## Properties
- E (Eh) = -345.7563
- energy above the lowest of the compared OMol25 structures with the same formula, charge and spin (kJ/mol) = 127.7
- highest occupied orbital energy (eV) = -10.104
- orbital gap (eV) = 11.15
- SMILES string = CC1(OC=O)CC1
- max |F| (eV/Å) = 0.57

```
15
C5H8O2, DFT ωB97M-V/def2-TZVPD
C -0.259 1.313 -0.445
C -0.160 -0.110 0.079
C -0.968 -1.229 -0.512
C -1.243 -0.750 0.891
O 1.121 -0.427 0.647
C 2.247 0.089 0.142
O 2.425 0.536 -0.961
H -0.676 1.343 -1.453
H 0.739 1.736 -0.554
H -0.856 1.944 0.218
H -1.687 -0.953 -1.281
H -0.524 -2.212 -0.637
H -2.148 -0.188 1.108
H -0.910 -1.403 1.694
H 3.011 0.086 0.932
```

What are the natural (NBO) partial charges on each atom? They are as follows, in elementary charge units: C -0.6461; C 0.2371; C -0.4314; C -0.4273; O -0.5033; C 0.6551; O -0.5807; H 0.2233; H 0.2487; H 0.2119; H 0.2196; H 0.2284; H 0.2167; H 0.2284; H 0.1194

Entry 4:
The following is a DFT calculation (ωB97M-V/def2-TZVPD) of a cluster of 2 separate species, C4H2O in total.

## Properties
- E (Eh) = -228.5429
- energy above the lowest of the compared OMol25 structures with the same formula, charge and spin (kJ/mol) = 568.5
- highest occupied orbital energy (eV) = -10.206
- orbital gap (eV) = 8.02
- max |F| (eV/Å) = 4.88

```
7
C4H2O, DFT ωB97M-V/def2-TZVPD
C -2.005 0.278 0.149
C -2.659 -0.484 -0.609
C 1.599 -0.355 0.057
C -1.452 1.387 0.410
O 1.480 -1.512 -0.099
H 2.413 0.424 -0.370
H 0.623 0.261 0.463
```

What are the natural (NBO) partial charges on each atom? They are as follows, in elementary charge units: C -0.8274; C 0.4220; C 0.3014; C 0.3879; O -0.4801; H 0.1168; H 0.0794

Entry 5:
The following is a DFT calculation (ωB97M-V/def2-TZVPD) of a cluster of 2 separate species, C7H16O in total.

## Properties
- E (Eh) = -351.3841
- energy above the lowest of the compared OMol25 structures with the same formula, charge and spin (kJ/mol) = 445.9
- highest occupied orbital energy (eV) = -7.609
- orbital gap (eV) = 8.53
- max |F| (eV/Å) = 4.98

```
24
C7H16O, DFT ωB97M-V/def2-TZVPD
C -0.999 -1.351 -2.397
C 0.151 0.897 -2.503
C -0.141 0.924 2.731
C 1.097 -1.038 1.799
C -0.846 0.113 0.479
C -0.028 -0.371 -1.749
C 0.331 0.292 1.342
O 1.366 1.152 0.768
H -1.863 -1.474 -1.669
H -1.291 -1.127 -3.361
H -0.413 -2.346 -2.416
H 0.503 0.538 -3.605
H 0.955 1.588 -2.042
H -0.875 1.256 -2.407
H -1.093 1.507 2.469
H 0.595 1.597 3.134
H -0.543 0.187 3.528
H 1.902 -0.693 2.515
H 1.651 -1.395 1.016
H 0.381 -1.733 2.149
H -1.498 -0.749 0.616
H -1.330 0.983 0.253
H 0.882 -0.780 -1.220
H 1.105 2.024 0.569
```

What are the natural (NBO) partial charges on each atom? They are as follows, in elementary charge units: C -0.6782; C -0.6794; C -0.6364; C -0.6052; C -0.4131; C -0.0746; C 0.2040; O -0.7452; H 0.2289; H 0.2096; H 0.2186; H 0.2105; H 0.2284; H 0.2207; H 0.1973; H 0.2199; H 0.2158; H 0.2149; H 0.2042; H 0.2069; H 0.2023; H 0.1762; H 0.2061; H 0.4677

Entry 6:
The following is a DFT calculation (ωB97M-V/def2-TZVPD) of a cluster of 2 separate species, CH4O3S in total.

## Properties
- E (Eh) = -664.1634
- energy above the lowest of the compared OMol25 structures with the same formula, charge and spin (kJ/mol) = 679.4
- highest occupied orbital energy (alpha / beta) (eV) = -8.049 / -8.055
- orbital gap (alpha / beta) (eV) = 5.49 / 5.49
- max |F| (eV/Å) = 2.20

```
9
CH4O3S, DFT ωB97M-V/def2-TZVPD
C -1.548 0.213 -0.462
O 0.072 1.948 0.688
O 2.630 -0.799 0.665
O 1.548 -1.058 -0.174
S -0.039 1.266 -0.603
H -1.537 -0.102 0.550
H -1.403 -0.600 -1.199
H -2.465 0.760 -0.698
H 2.743 -1.629 1.233
```

What are the natural (NBO) partial charges on each atom? They are as follows, in elementary charge units: C -0.8279; O -0.7767; O -0.4290; O -0.3924; S 1.2299; H 0.2548; H 0.2493; H 0.2405; H 0.4515

Entry 7:
The following is a DFT calculation (ωB97M-V/def2-TZVPD) of an isolated molecule of C5H6BrNO2.

## Properties
- E (Eh) = -2973.2119
- energy above the lowest of the compared OMol25 structures with the same formula, charge and spin (kJ/mol) = 260.3
- highest occupied orbital energy (eV) = -9.436
- orbital gap (eV) = 8.44
- SMILES string = O=[N+]([O-])C1=C(Br)CCC1
- max |F| (eV/Å) = 6.80

```
15
C5H6BrNO2, DFT ωB97M-V/def2-TZVPD
C 1.591 -1.135 -0.003
C 2.013 0.267 -0.244
C 0.153 -1.257 -0.189
C 0.724 1.102 -0.171
C -0.271 0.138 0.410
N 2.482 -2.163 0.027
O 3.677 -1.872 0.075
O 2.014 -3.313 0.062
Br 3.688 0.960 -0.091
H -0.121 -1.263 -1.203
H -0.328 -2.001 0.435
H 0.932 2.050 0.337
H 0.580 1.486 -1.278
H -1.344 0.287 0.191
H 0.023 -0.062 1.502
```

What are the natural (NBO) partial charges on each atom? They are as follows, in elementary charge units: C 0.0159; C -0.0030; C -0.4312; C -0.4780; C -0.3813; N 0.4771; O -0.3962; O -0.4009; Br 0.2282; H 0.2141; H 0.2399; H 0.2403; H 0.2321; H 0.2279; H 0.2150

| no. | molar mass (g mol⁻¹) |
| --- | --- |
| 1 | 115.14 |
| 2 | 183.37 |
| 3 | 100.12 |
| 4 | 66.06 |
| 5 | 116.20 |
| 6 | 96.11 |
| 7 | 192.01 |